This record from OMol25 describes an isolated molecule of C4H5NO2. The level of theory is the ωB97M-V functional and the def2-TZVPD basis.

```
12
C4H5NO2 (the ωB97M-V functional and the def2-TZVPD basis)
O 2.793 -0.019 -0.444
C 1.616 -0.280 -0.512
C 0.679 0.355 0.468
C -0.512 1.177 0.044
N -0.683 -0.068 0.721
C -1.405 -1.109 0.147
O -2.374 -0.935 -0.553
H 1.230 -0.994 -1.267
H 1.266 0.706 1.313
H -0.807 1.208 -1.004
H -0.741 2.067 0.626
H -1.062 -2.108 0.461
```

Calculated values
Relative energy (zero: lowest compared OMol25 entry of this formula, charge and spin) = 193.3 kJ/mol
Orbital gap = 0.392 hartree
Largest force on an atom = 0.5 eV/A
Energy = -9812.3116 eV
E_HOMO = -0.37644 Eh

Here are the Mulliken charges for atoms 1 to 4, given in e: -0.461, -0.141, 0.100, -0.479

***

This record from OMol25 describes an isolated molecule of C4H5NO2. The level of theory is the ωB97M-V functional and the def2-TZVPD basis.

```
12
C4H5NO2 (the ωB97M-V functional and the def2-TZVPD basis)
O -0.571 -2.385 0.097
C 0.288 -1.686 0.580
C 0.519 -0.296 0.030
C -0.632 0.152 -0.850
N -0.574 1.624 -0.736
C 0.019 1.815 0.365
O 0.561 0.740 1.029
H 0.945 -2.064 1.384
H 1.482 -0.261 -0.507
H -0.588 -0.235 -1.870
H -1.579 -0.170 -0.398
H 0.129 2.766 0.875
```

Calculated values
Relative energy (zero: lowest compared OMol25 entry of this formula, charge and spin) = 140.6 kJ/mol
Orbital gap = 0.392 hartree
Largest force on an atom = 0.7 eV/A
Energy = -9812.8571 eV
E_HOMO = -0.37052 Eh

Here are the Mulliken charges for atoms 1 to 4, given in e: -0.453, -0.157, 0.270, -0.498

***

This record from OMol25 describes a structure of composition C4H5NO2 in a non-equilibrium geometry. The level of theory is the ωB97M-V functional and the def2-TZVPD basis.

```
12
C4H5NO2 (the ωB97M-V functional and the def2-TZVPD basis)
N 0.761 -0.912 1.317
C 0.222 -0.268 0.184
C 0.697 1.112 -0.252
C -0.742 1.083 -0.322
O -1.212 0.272 -1.371
C -0.766 -0.875 -0.708
O -1.262 -1.964 -0.765
H 1.303 -1.234 0.358
H 0.009 -1.507 1.742
H 1.091 1.670 0.599
H 1.287 1.167 -1.155
H -1.462 1.490 0.369
```

Calculated values
Relative energy (zero: lowest compared OMol25 entry of this formula, charge and spin) = 407.9 kJ/mol
Orbital gap = 0.360 hartree
Largest force on an atom = 4.4 eV/A
Energy = -9810.0869 eV
E_HOMO = -0.33272 Eh

Here are the Mulliken charges for atoms 1 to 4, given in e: -0.674, 0.109, -0.193, -0.181

***

This record from OMol25 describes an isolated molecule of C4H5NO2. The level of theory is the ωB97M-V functional and the def2-TZVPD basis.

```
12
C4H5NO2 (the ωB97M-V functional and the def2-TZVPD basis)
C 0.596 0.867 -0.235
N 1.541 0.239 -0.888
C -0.053 0.554 1.465
C -1.148 -1.022 -0.555
C -0.717 0.323 -0.094
O 0.487 -0.317 2.098
O -0.429 -1.788 -1.164
H 2.501 0.534 -0.782
H 1.367 -0.611 -1.420
H -0.444 1.495 1.869
H -2.178 -1.323 -0.277
H -1.524 1.049 -0.017
```

Calculated values
Relative energy (zero: lowest compared OMol25 entry of this formula, charge and spin) = 347.0 kJ/mol
Orbital gap = 0.317 hartree
Largest force on an atom = 0.5 eV/A
Energy = -9810.7180 eV
E_HOMO = -0.31898 Eh

Here are the Mulliken charges for atoms 1 to 4, given in e: -0.155, -0.223, 0.033, -0.045

***

This record from OMol25 describes an isolated molecule of C4H5NO2 in a non-equilibrium geometry. The level of theory is the ωB97M-V functional and the def2-TZVPD basis.

```
12
C4H5NO2 (the ωB97M-V functional and the def2-TZVPD basis)
C 0.544 1.527 0.476
C 0.271 0.183 -0.083
C 0.806 -0.996 0.240
O 0.023 -2.043 -0.185
C -1.268 -1.293 -0.389
O -2.310 -1.704 -0.014
N -0.913 -0.031 -0.902
H 0.827 2.233 -0.306
H -0.345 1.926 0.985
H 1.349 1.450 1.211
H 1.686 -1.174 0.857
H -0.690 -0.107 -1.905
```

Calculated values
Relative energy (zero: lowest compared OMol25 entry of this formula, charge and spin) = 147.0 kJ/mol
Orbital gap = 0.361 hartree
Largest force on an atom = 1.6 eV/A
Energy = -9812.7917 eV
E_HOMO = -0.33354 Eh

Here are the Mulliken charges for atoms 1 to 4, given in e: -1.051, 0.343, -0.293, -0.359

***

This record from OMol25 describes an isolated molecule of C4H5NO2 in a non-equilibrium geometry. The level of theory is the ωB97M-V functional and the def2-TZVPD basis.

```
12
C4H5NO2 (the ωB97M-V functional and the def2-TZVPD basis)
O 0.089 -2.532 0.162
C -0.735 -1.804 -0.335
C -0.671 -0.277 -0.476
O -0.910 0.246 -1.556
N -0.710 0.472 0.689
C 0.211 1.555 0.543
C 0.968 0.306 0.257
H -1.649 -2.177 -0.823
H 0.390 2.034 1.490
H 0.092 2.229 -0.298
H 1.547 0.254 -0.690
H 1.378 -0.306 1.037
```

Calculated values
Relative energy (zero: lowest compared OMol25 entry of this formula, charge and spin) = 411.4 kJ/mol
Orbital gap = 0.351 hartree
Largest force on an atom = 3.4 eV/A
Energy = -9810.0512 eV
E_HOMO = -0.35700 Eh

Here are the Mulliken charges for atoms 1 to 4, given in e: -0.453, 0.009, 0.772, -0.615

***

This record from OMol25 describes an isolated molecule of C4H5NO2 in a non-equilibrium geometry. The level of theory is the ωB97M-V functional and the def2-TZVPD basis.

```
12
C4H5NO2 (the ωB97M-V functional and the def2-TZVPD basis)
C -0.337 0.147 1.363
C 0.645 0.238 0.273
C 0.004 0.469 -1.009
O 1.886 -0.144 0.465
N -0.985 -0.977 0.655
C -1.087 -0.702 -0.654
O -1.686 -1.277 -1.532
H 2.351 -0.279 -0.375
H -0.959 1.037 1.502
H 0.098 -0.175 2.307
H -0.513 1.424 -1.094
H 0.582 0.238 -1.902
```

Calculated values
Relative energy (zero: lowest compared OMol25 entry of this formula, charge and spin) = 259.8 kJ/mol
Orbital gap (alpha / beta) = 0.321 / 0.321 hartree
Largest force on an atom = 1.1 eV/A
Energy = -9811.6224 eV
E_HOMO (alpha / beta) = -0.32473 / -0.32471 Eh

Here are the Mulliken charges for atoms 1 to 4, given in e: -0.342, 0.534, -0.637, -0.414

***

This record from OMol25 describes an isolated molecule of C4H5NO2. The level of theory is the ωB97M-V functional and the def2-TZVPD basis.

```
12
C4H5NO2 (the ωB97M-V functional and the def2-TZVPD basis)
C 0.997 1.604 -0.255
C 0.596 0.207 -0.043
C 0.544 -1.064 -0.028
O 0.923 -2.291 -0.358
N -0.491 -0.511 0.831
C -1.787 -0.363 0.280
O -2.092 0.464 -0.544
H 0.164 2.168 -0.685
H 1.281 2.070 0.695
H 1.850 1.653 -0.938
H 0.544 -2.906 0.287
H -2.528 -1.032 0.756
```

Calculated values
Relative energy (zero: lowest compared OMol25 entry of this formula, charge and spin) = 359.5 kJ/mol
Orbital gap = 0.326 hartree
Largest force on an atom = 0.5 eV/A
Energy = -9810.5887 eV
E_HOMO = -0.30878 Eh

Here are the Mulliken charges for atoms 1 to 4, given in e: -1.167, 0.178, 0.651, -0.486